# CH14NO6

6 unconnected molecules or ions with the total composition CH14NO6 at a distorted geometry (ωB97M-V/def2-TZVPD, the Open Molecules 2025 dataset).

Results
LUMO level	3.57	eV
energy relative to the best compared isomer or geometry (same formula, charge and spin)	31.1	kcal per mole
E	-15040.4590	eV
total charge	-1

Last column: Mulliken charge in e.
CARTESIAN COORDINATES (ANGSTROEM)
N: -0.294 0.966 -2.514  -0.730
C: 0.550 0.484 -1.378  -0.421
O: -0.091 -0.114 -0.343  -0.909
H: -1.007 0.263 -2.815  0.305
H: -0.750 1.720 -2.032  0.281
H: 1.368 -0.125 -1.880  0.268
H: 1.134 1.320 -1.047  0.409
H: -1.180 -2.442 0.563  0.288
H: -0.360 -1.545 -0.545  0.444
O: -0.861 -2.469 -0.348  -0.787
H: -0.069 1.075 1.084  0.371
H: 0.721 2.250 1.513  0.332
O: -0.065 1.764 1.776  -0.696
H: -2.698 0.324 -0.408  0.361
H: -2.934 0.859 0.960  0.320
O: -3.403 0.732 0.132  -0.681
H: 2.548 0.878 0.160  0.354
H: 1.661 -0.220 0.963  0.361
O: 2.529 0.317 0.935  -0.682
H: 1.640 -1.499 1.781  0.154
H: 0.400 -2.232 1.427  0.320
O: 1.160 -2.306 2.017  -0.660

***

# C13H33N4O4

3 unconnected molecules or ions with the total composition C13H33N4O4 (ωB97M-V/def2-TZVPD, the Open Molecules 2025 dataset).

Results
LUMO level	2.74	eV
E	-28165.2368	eV
total charge	-1

Last column: Mulliken charge in e.
CARTESIAN COORDINATES (ANGSTROEM)
N: 2.104 -2.125 2.444  -0.579
C: 2.075 -0.758 2.137  0.483
O: 2.694 0.039 2.810  -0.630
C: 1.279 -0.415 0.903  -0.083
C: -0.211 -0.771 1.082  -0.667
N: -0.748 -0.150 2.223  -0.436
C: -2.166 -0.175 2.238  -0.443
C: -2.899 -1.517 2.383  -0.624
O: -2.922 -2.301 1.179  -0.566
H: 2.091 -2.247 3.450  0.238
H: 1.307 -2.603 2.038  0.327
H: 1.664 -0.999 0.056  0.021
H: 1.419 0.646 0.694  0.273
H: -0.257 -1.896 1.078  0.133
H: -0.726 -0.486 0.116  0.197
H: -2.512 0.439 3.085  0.306
H: -2.617 0.306 1.319  0.079
H: -2.405 -2.105 3.166  0.280
H: -3.942 -1.341 2.687  0.370
H: -2.480 -1.767 0.509  0.364
C: 4.634 -3.929 -4.251  -1.421
C: 3.968 -4.205 -2.908  0.408
C: 2.785 -3.285 -2.592  -0.771
O: 3.146 -1.974 -2.215  -0.254
C: 3.408 -1.072 -3.266  -0.783
N: 4.988 -4.193 -1.857  -0.745
H: 5.270 -3.044 -4.202  0.283
H: 5.268 -4.769 -4.533  0.356
H: 3.893 -3.774 -5.039  0.338
H: 3.556 -5.220 -2.944  0.369
H: 2.255 -3.694 -1.729  0.361
H: 2.076 -3.255 -3.432  0.413
H: 2.770 -1.277 -4.133  0.364
H: 4.454 -1.097 -3.585  0.239
H: 3.185 -0.072 -2.895  0.245
H: 4.579 -4.508 -0.982  0.285
H: 5.251 -3.227 -1.685  0.316
C: -3.228 5.538 -0.084  -1.411
C: -4.284 4.603 0.497  0.386
C: -3.999 4.158 1.937  -0.768
O: -2.989 3.191 2.055  -0.230
C: -1.652 3.650 2.078  -0.692
N: -4.471 3.470 -0.411  -0.759
H: -2.332 4.988 -0.369  0.276
H: -3.613 6.024 -0.981  0.352
H: -2.942 6.309 0.634  0.341
H: -5.232 5.152 0.531  0.385
H: -4.904 3.682 2.326  0.316
H: -3.779 5.028 2.575  0.374
H: -1.575 4.609 2.607  0.351
H: -1.240 3.764 1.072  0.184
H: -1.067 2.890 2.595  0.246
H: -5.258 2.911 -0.098  0.281
H: -3.666 2.855 -0.316  0.318

***

# C32H52ClN6O3Si3Y

A molecular structure, C32H52ClN6O3Si3Y at a distorted geometry (ωB97M-V/def2-TZVPD, the Open Molecules 2025 dataset).

Results
LUMO level	-1.25	eV
energy relative to the best compared isomer or geometry (same formula, charge and spin)	37.0	kcal per mole
E	-86319.9785	eV

Last column: Mulliken charge in e.
CARTESIAN COORDINATES (ANGSTROEM)
Y: 0.148 0.025 0.139  -1.051
C: 0.874 -1.999 4.649  -1.227
Si: 1.096 -0.405 3.664  -0.032
C: 1.270 1.065 4.833  -1.194
C: 2.836 -0.544 2.958  -0.852
N: -0.096 -0.235 2.437  0.911
C: -1.440 -0.115 2.815  0.818
C: -1.856 -0.045 4.154  -0.648
C: -3.185 0.046 4.547  -1.377
C: -4.171 0.070 3.582  -1.195
C: -3.793 0.015 2.245  -0.709
C: -2.464 -0.066 1.817  0.091
N: -2.114 -0.106 0.442  1.590
Si: -3.358 -0.426 -0.722  0.330
C: -4.715 0.869 -0.952  -1.296
C: -2.590 -0.598 -2.419  -0.815
C: -4.203 -2.079 -0.375  -1.372
H: 1.668 -2.125 5.390  0.367
H: 0.913 -2.855 3.968  0.275
H: -0.084 -2.040 5.168  0.371
H: 2.173 0.949 5.440  0.364
H: 0.430 1.210 5.511  0.380
H: 1.379 1.979 4.241  0.250
H: 3.522 -0.586 3.809  0.633
H: 3.107 0.329 2.361  0.099
H: 2.996 -1.452 2.372  0.147
H: -1.105 -0.068 4.930  0.272
H: -3.435 0.090 5.600  0.376
H: -5.218 0.130 3.850  0.411
H: -4.575 0.034 1.499  0.131
H: -4.296 1.735 -1.468  0.229
H: -5.190 1.214 -0.033  0.359
H: -5.496 0.442 -1.588  0.486
H: -1.781 0.114 -2.571  -0.192
H: -3.346 -0.412 -3.188  0.500
H: -2.191 -1.603 -2.589  0.341
H: -4.637 -2.141 0.624  0.382
H: -3.486 -2.899 -0.482  0.273
H: -5.002 -2.251 -1.103  0.423
O: 7.791 3.536 -0.300  -0.491
C: 6.533 3.725 -0.751  0.523
O: 6.240 4.764 -1.270  -0.548
C: 5.554 2.601 -0.574  1.228
C: 4.298 2.765 -1.149  -1.146
C: 3.324 1.797 -1.011  -0.452
C: 3.605 0.630 -0.311  -0.869
C: 4.853 0.458 0.279  -0.835
C: 5.820 1.440 0.146  -1.233
N: 2.571 -0.339 -0.165  2.565
C: 2.883 -1.568 -0.192  -1.400
C: 1.887 -2.638 0.011  0.976
C: 2.284 -3.963 -0.015  -0.962
C: 1.325 -4.950 0.174  -0.672
C: 0.011 -4.575 0.380  -0.994
C: -0.309 -3.223 0.389  -0.595
N: 0.608 -2.279 0.203  1.631
H: 7.900 2.650 0.060  0.260
H: 4.103 3.674 -1.701  0.492
H: 2.343 1.913 -1.450  0.853
H: 5.052 -0.410 0.893  0.466
H: 6.766 1.279 0.650  0.190
H: 3.907 -1.895 -0.386  0.339
H: 3.324 -4.209 -0.181  0.547
H: 1.605 -5.994 0.159  0.452
H: -0.766 -5.310 0.534  0.517
H: -1.322 -2.875 0.555  0.286
C: -0.274 -0.076 -4.801  -1.223
Si: 1.020 0.006 -3.441  0.745
C: 2.369 1.128 -4.128  -1.266
C: 1.779 -1.723 -3.359  -1.229
O: 0.447 0.511 -2.011  -0.239
H: 0.233 -0.184 -5.765  0.432
H: -0.885 0.829 -4.843  0.336
H: -0.953 -0.922 -4.681  0.310
H: 2.632 0.805 -5.139  0.463
H: 3.283 1.112 -3.532  0.315
H: 2.031 2.167 -4.194  0.278
H: 1.906 -2.120 -4.369  0.593
H: 1.141 -2.424 -2.812  0.206
H: 2.766 -1.715 -2.888  0.253
Cl: 0.789 2.411 1.031  -0.877
N: -0.760 4.859 0.163  0.517
C: -0.685 4.967 -1.330  -0.422
C: -1.790 4.097 -1.947  -0.809
N: -2.101 2.957 -1.116  0.462
C: -2.698 3.333 0.153  0.079
C: -2.142 4.666 0.696  -0.921
H: -0.317 5.663 0.599  0.421
H: -0.200 4.007 0.465  -0.464
H: 0.302 4.601 -1.610  0.283
H: -0.770 6.017 -1.612  0.381
H: -1.479 3.773 -2.939  0.368
H: -2.703 4.687 -2.069  0.440
H: -1.306 2.340 -1.001  -0.385
H: -2.532 2.523 0.863  -0.170
H: -3.779 3.446 0.031  0.390
H: -2.075 4.655 1.782  0.399
H: -2.739 5.524 0.386  0.352

***

# C4H4N2O2

A single C4H4N2O2 molecule at a distorted geometry (ωB97M-V/def2-TZVPD, the Open Molecules 2025 dataset).

Results
LUMO level	-0.11	eV
energy relative to the best compared isomer or geometry (same formula, charge and spin)	132.0	kcal per mole
E	-11282.8142	eV
SMILES	[H]/N=c1/cc[nH]oc1=O

Last column: Mulliken charge in e.
CARTESIAN COORDINATES (ANGSTROEM)
H: -1.440 0.129 1.978  0.319
N: -0.291 -0.183 2.239  -0.642
C: 0.268 0.184 1.066  0.306
C: 1.614 0.055 0.609  -0.747
C: 1.588 0.135 -0.725  -0.103
N: 0.541 0.374 -1.649  -0.163
O: -0.702 0.139 -1.315  -0.240
C: -0.859 -0.155 0.044  0.728
O: -1.995 -0.505 0.161  -0.535
H: 2.473 -0.082 1.137  0.490
H: 2.580 0.131 -1.259  0.290
H: 0.547 0.105 -2.712  0.298